Entry 1:
{
  "formula": "C32H58CoN2O6P3S2",
  "method": "the ωB97M-V functional and the def2-TZVPD basis",
  "species": ["Co", "C", "C", "O", "C", "C", "O", "C", "C", "O", "C", "C", "O", "H", "H", "H", "H", "H", "H", "H", "H", "H", "H", "H", "H", "H", "H", "H", "H", "C", "P", "C", "N", "C", "C", "C", "C", "C", "C", "N", "C", "P", "C", "C", "C", "C", "C", "C", "C", "C", "C", "H", "H", "H", "H", "H", "H", "H", "H", "H", "H", "H", "H", "H", "H", "H", "H", "H", "H", "H", "H", "H", "H", "H", "H", "H", "H", "H", "H", "C", "C", "C", "O", "P", "S", "S", "O", "C", "C", "C", "H", "H", "H", "H", "H", "H", "H", "H", "H", "H", "H", "H", "H", "H"],
  "positions_angstrom": [[-1.454938, -0.265755, 1.510046], [-4.011638, -0.818355, 0.043146], [-3.510338, -2.259055, -0.008654], [-2.162038, -2.288955, 0.456246], [-1.835938, -3.390955, 1.274846], [-2.383238, -3.208255, 2.694146], [-2.025838, -1.912355, 3.128146], [-2.827838, -1.425455, 4.184346], [-2.401938, 0.017145, 4.462446], [-2.469038, 0.852645, 3.325446], [-3.780438, 1.333345, 3.026046], [-4.135438, 1.006445, 1.577946], [-3.673938, -0.309855, 1.319246], [-5.097938, -0.774055, -0.103854], [-3.516938, -0.226455, -0.735454], [-3.541238, -2.619455, -1.043954], [-4.148138, -2.895555, 0.609646], [-0.743038, -3.421355, 1.299546], [-2.220738, -4.320555, 0.842546], [-1.959038, -3.972355, 3.358446], [-3.476138, -3.317655, 2.699446], [-2.680538, -2.031055, 5.089346], [-3.889838, -1.476755, 3.905946], [-1.353338, 0.018845, 4.753246], [-3.006038, 0.426245, 5.277746], [-3.788438, 2.420545, 3.161646], [-4.504738, 0.880545, 3.707546], [-3.636738, 1.720845, 0.915746], [-5.216438, 1.064145, 1.408846], [0.891662, -1.389855, 3.771346], [0.797062, -0.474955, 2.181846], [2.161762, -1.374255, 1.327446], [2.832662, -2.187355, 2.098246], [3.889062, -2.864755, 1.618946], [4.649162, -3.707855, 2.452246], [5.729362, -4.367155, 1.932146], [6.081762, -4.221355, 0.578646], [5.365262, -3.405355, -0.255354], [4.259762, -2.701455, 0.254246], [3.532762, -1.884555, -0.529754], [2.509962, -1.242155, -0.047354], [1.514062, -0.206955, -1.200854], [0.261262, -1.528655, -1.507254], [2.522462, -0.222355, -2.805454], [3.867562, 0.443945, -2.515154], [1.746262, 0.671145, -3.776554], [2.708562, -1.594755, -3.445754], [1.642462, 1.151345, 2.645646], [3.007862, 0.958245, 3.299646], [0.708762, 1.887845, 3.607546], [1.792962, 1.978345, 1.374846], [1.927962, -1.620855, 3.996446], [0.333262, -2.315555, 3.672846], [0.455562, -0.800055, 4.569046], [4.371762, -3.803355, 3.490746], [6.328662, -5.006755, 2.562746], [6.936462, -4.760055, 0.199746], [5.621462, -3.279455, -1.296054], [0.727862, -2.504655, -1.611254], [-0.309038, -1.286755, -2.400254], [-0.423138, -1.524655, -0.656954], [3.711662, 1.449145, -2.123354], [4.442962, 0.524045, -3.436154], [4.445462, -0.127755, -1.792554], [1.564962, 1.646245, -3.327354], [0.793362, 0.219845, -4.038154], [2.320562, 0.807845, -4.691754], [3.244962, -2.268555, -2.784854], [3.284462, -1.478555, -4.364154], [1.751262, -2.041255, -3.706054], [2.952562, 0.361945, 4.205146], [3.401962, 1.935145, 3.573046], [3.715062, 0.492645, 2.618446], [0.664762, 1.402845, 4.580646], [-0.296138, 1.953345, 3.190646], [1.080662, 2.897945, 3.766246], [2.502762, 1.514245, 0.692146], [2.151962, 2.976445, 1.615446], [0.832662, 2.061445, 0.871746], [-1.402338, 1.297645, -5.335754], [-1.976938, 1.008045, -3.953554], [-3.415938, 0.537745, -4.072654], [-1.858538, 2.216845, -3.202354], [-2.369538, 2.474845, -1.705954], [-4.340738, 2.329345, -1.467854], [-1.174938, 1.317145, -0.460654], [-2.071938, 4.006145, -1.496654], [-1.113938, 4.919745, -2.052354], [0.286262, 4.348345, -1.942554], [-1.496738, 5.313845, -3.473654], [-1.384938, 0.375345, -5.910254], [-0.395538, 1.695745, -5.269154], [-2.028338, 2.020645, -5.849754], [-1.379138, 0.239145, -3.444854], [-4.027638, 1.341245, -4.472254], [-3.817638, 0.246145, -3.106154], [-3.461538, -0.313855, -4.744954], [-1.221138, 5.801645, -1.407354], [0.321762, 3.408545, -2.487954], [0.541062, 4.158545, -0.902154], [1.010062, 5.042745, -2.360854], [-1.326538, 4.498845, -4.173454], [-0.904938, 6.174545, -3.775754], [-2.547438, 5.592545, -3.506454]],
  "forces_ev_per_a": [[-1.6, 0.3, -0.7], [0.1, -0.4, -0.8], [-0.6, 0.4, -0.1], [0.1, 0.6, 0.2], [0.1, -0.2, 0.5], [-0.1, -0.4, -0.5], [0.2, 0.3, -0.2], [-0.2, 0.6, 0.3], [0.1, -0.6, 0.4], [0.3, -0.3, -0.7], [-0.6, 0.1, -0.4], [0.1, 0.8, 0.3], [0.6, -0.3, 0.4], [0.2, 0.0, -0.1], [-0.2, 0.0, 0.2], [0.0, 0.0, 0.2], [0.1, -0.1, 0.0], [-0.1, -0.1, 0.0], [0.1, 0.0, 0.1], [-0.1, 0.1, -0.1], [0.1, 0.1, 0.0], [0.0, 0.1, -0.1], [0.1, 0.0, 0.0], [-0.1, 0.1, 0.2], [0.1, 0.0, 0.0], [-0.1, -0.2, 0.0], [0.1, 0.0, 0.1], [-0.2, -0.2, 0.0], [0.1, 0.1, 0.1], [-0.3, 0.1, -0.1], [1.5, 0.3, 1.1], [0.1, -0.6, -0.2], [-0.2, 0.0, 0.4], [0.4, 0.1, -0.8], [0.2, -0.2, 0.0], [-0.2, 0.1, 0.3], [-0.1, 0.2, -0.4], [0.2, -0.1, 0.1], [-0.2, -0.1, 0.9], [0.4, -0.3, -0.3], [-0.2, 0.3, -0.4], [0.4, -0.2, -0.5], [0.2, 0.2, 0.2], [0.0, -0.1, 0.2], [-0.1, -0.1, 0.2], [0.0, -0.1, 0.3], [0.1, 0.1, 0.1], [-0.1, 0.2, -0.1], [-0.2, -0.3, -0.1], [-0.1, -0.2, -0.1], [0.0, -0.1, 0.0], [-0.1, 0.1, 0.0], [0.0, -0.1, 0.1], [-0.1, 0.1, 0.1], [0.0, 0.0, 0.1], [0.0, 0.0, 0.1], [0.1, 0.0, -0.1], [0.1, 0.0, -0.1], [0.0, -0.1, -0.1], [-0.1, 0.0, 0.0], [0.1, -0.2, -0.3], [0.0, 0.1, 0.0], [0.1, 0.0, -0.1], [0.1, 0.0, -0.1], [-0.1, 0.1, -0.1], [-0.1, 0.0, -0.1], [0.1, 0.0, -0.1], [0.0, 0.0, -0.1], [0.0, 0.0, -0.1], [-0.1, -0.1, -0.1], [0.0, -0.1, 0.1], [0.0, 0.1, 0.0], [0.1, -0.1, -0.1], [-0.1, 0.0, 0.1], [-0.1, 0.2, 0.1], [0.0, 0.1, 0.0], [0.0, 0.1, 0.0], [0.1, 0.1, 0.1], [0.1, 0.2, -0.2], [0.0, 0.0, 0.5], [0.0, -0.6, -0.5], [0.2, -0.1, 0.2], [0.2, 0.5, 0.6], [-2.0, -0.1, 0.4], [0.9, -0.1, -0.1], [-0.3, 0.1, 0.1], [0.1, -0.2, 0.2], [0.4, 0.3, -0.2], [-0.2, 0.1, 0.1], [0.0, -0.1, 0.3], [0.0, -0.1, -0.1], [0.1, 0.0, 0.0], [-0.1, 0.1, -0.1], [0.0, 0.1, 0.0], [-0.2, 0.0, 0.0], [-0.1, 0.0, -0.1], [0.0, -0.1, -0.1], [0.1, -0.2, -0.1], [0.2, -0.1, -0.1], [0.0, -0.1, 0.1], [0.1, 0.0, -0.1], [0.0, 0.0, 0.0], [0.1, 0.1, 0.0], [-0.1, 0.0, 0.0]],
  "mulliken_charge": [1.521, 0.176, -0.749, -0.158, -0.711, -0.736, 0.214, -0.611, -0.831, -0.274, -0.899, -0.121, -0.454, 0.598, -0.668, 0.507, 0.415, 0.124, 0.433, 0.412, 0.418, 0.551, 0.375, 0.064, 0.527, 0.422, 0.425, -0.405, 0.517, -1.892, 1.621, -0.314, -0.131, -0.071, -0.352, -0.589, -0.603, -0.581, 0.105, -0.081, -0.420, 1.121, -0.672, 2.167, -1.916, -2.107, -1.923, 2.188, -1.875, -1.959, -2.207, 0.662, 0.372, 0.420, 0.485, 0.418, 0.414, 0.471, 0.709, 0.361, -0.676, 0.332, 0.543, 0.309, 0.261, 0.298, 0.571, 0.190, 0.587, 0.294, 0.357, 0.521, 0.377, 0.375, 0.226, 0.592, 0.348, 0.668, 0.321, -1.833, 2.399, -1.383, 0.054, -0.139, -0.475, -0.376, -0.213, 0.444, -0.461, -1.297, 0.453, 0.385, 0.464, -1.167, 0.316, 0.158, 0.503, 0.377, -0.235, 0.141, 0.545, 0.094, 0.499, 0.354],
  "lumo_energy_ev": [-2.8, -3.2],
  "total_charge": 1,
  "energy_ha": -5018.1590,
  "orbital_gap_ha": [0.25497, 0.23804],
  "multiplicity": 4,
  "fmax_ev_per_a": 2.007,
  "s_squared": 3.758
}

***

Entry 2:
{
  "formula": "C32H58F2O12S4",
  "method": "the ωB97M-V functional and the def2-TZVPD basis",
  "species": ["F", "C", "C", "C", "C", "C", "C", "H", "H", "H", "H", "H", "F", "C", "C", "C", "C", "C", "C", "H", "H", "H", "H", "H", "C", "O", "H", "H", "H", "H", "C", "O", "H", "H", "H", "H", "C", "O", "H", "H", "H", "H", "C", "O", "H", "H", "H", "H", "C", "C", "C", "S", "O", "O", "C", "H", "H", "H", "H", "H", "H", "H", "H", "C", "C", "C", "S", "O", "O", "C", "H", "H", "H", "H", "H", "H", "H", "H", "C", "C", "C", "S", "O", "O", "C", "H", "H", "H", "H", "H", "H", "H", "H", "C", "C", "C", "S", "O", "O", "C", "H", "H", "H", "H", "H", "H", "H", "H"],
  "positions_angstrom": [[0.433948, 3.491636, 2.992246], [1.412229, 3.561582, 2.036784], [2.383343, 2.547901, 1.939260], [3.396194, 2.618866, 0.993052], [3.442875, 3.694649, 0.092005], [2.431447, 4.668333, 0.191301], [1.351060, 4.583750, 1.081608], [2.307615, 1.662932, 2.553668], [4.127165, 1.825597, 0.940060], [4.279406, 3.898069, -0.560099], [2.487033, 5.471463, -0.528619], [0.583654, 5.342826, 1.117468], [-2.765697, -0.414280, 0.873187], [-1.741087, 0.046580, 0.188971], [-0.851903, -0.967753, -0.272298], [0.295747, -0.605471, -1.024901], [0.605515, 0.742609, -1.154809], [-0.321574, 1.703436, -0.658335], [-1.537921, 1.372820, -0.073877], [-1.040725, -2.002718, -0.028175], [1.045123, -1.320149, -1.331614], [1.608243, 0.976279, -1.480910], [-0.084355, 2.757057, -0.659427], [-2.246882, 2.134459, 0.215402], [2.041502, 3.364555, -3.583331], [2.338616, 2.295168, -4.382245], [2.332485, 3.297924, -2.535011], [2.515685, 4.277322, -3.944035], [0.957260, 3.456211, -3.647463], [1.763583, 2.277454, -5.150761], [-5.028588, 2.116150, 0.302747], [-4.665617, 2.584206, 1.620347], [-4.365362, 2.496766, -0.474016], [-5.011542, 1.029232, 0.222573], [-6.009220, 2.488502, 0.006407], [-5.094007, 1.968631, 2.219643], [2.864236, -1.566937, 1.518318], [1.575986, -1.030314, 1.848661], [3.387297, -2.173115, 2.257951], [2.756157, -2.163341, 0.612380], [3.663153, -0.841749, 1.363641], [0.961489, -1.761138, 1.948122], [4.701557, 0.164356, -2.079248], [3.537520, -0.198086, -2.884338], [4.960164, -0.529361, -1.279257], [5.573100, 0.458255, -2.664173], [4.404712, 1.098717, -1.602854], [3.205875, 0.556916, -3.375849], [-2.315523, 5.492466, -1.634765], [-1.396731, 4.812743, -2.628967], [-1.149658, 5.867065, -3.770148], [-0.741802, 7.441841, -2.753444], [-1.337217, 8.550576, -3.474554], [0.676914, 7.424375, -2.454642], [-1.764256, 6.937933, -1.306276], [-2.472027, 4.876510, -0.749213], [-3.308768, 5.541420, -2.081042], [-1.857155, 3.901457, -3.010629], [-0.425640, 4.486992, -2.256191], [-2.031540, 6.071354, -4.377316], [-0.284596, 5.682776, -4.407169], [-2.540852, 7.684101, -1.138248], [-1.038340, 6.928878, -0.493219], [1.687232, -4.346090, -1.110434], [1.610147, -5.802317, -1.535990], [2.845896, -6.161488, -2.282727], [3.374995, -4.748324, -3.255167], [2.909082, -4.945192, -4.645754], [4.830428, -4.488971, -2.994572], [2.253909, -3.553017, -2.325882], [2.363063, -4.237467, -0.262174], [0.727342, -4.020486, -0.709573], [0.704882, -5.930068, -2.129514], [1.561412, -6.377722, -0.611528], [2.910744, -7.131956, -2.774749], [3.617981, -6.260274, -1.519678], [1.509831, -3.338747, -3.093034], [2.818507, -2.653441, -2.080737], [-1.040811, 0.020526, 5.275206], [-2.345035, -0.085900, 4.426237], [-2.541422, -1.539842, 4.025435], [-0.804830, -2.281264, 4.127891], [-0.249561, -2.677666, 2.842516], [-0.863170, -3.301813, 5.209615], [0.074908, -0.870714, 4.741333], [-1.222579, -0.452250, 6.240370], [-0.758042, 1.071407, 5.336738], [-2.292507, 0.525424, 3.525341], [-3.203184, 0.282088, 4.988617], [-2.914264, -1.597563, 3.002808], [-3.136260, -2.199231, 4.657479], [0.547409, -0.393221, 3.882938], [0.830366, -1.259668, 5.424051], [-1.251308, -5.468546, 1.106940], [-2.113760, -5.035705, -0.077152], [-3.191099, -3.974239, 0.285956], [-3.934497, -4.699185, 1.813677], [-4.880977, -5.713074, 1.398261], [-4.372837, -3.801730, 2.822351], [-2.371787, -5.608078, 2.253608], [-0.408492, -4.796820, 1.269891], [-0.767916, -6.442195, 1.026670], [-2.569901, -5.931303, -0.499003], [-1.539911, -4.525370, -0.850679], [-3.928334, -3.724248, -0.476993], [-2.762408, -3.042930, 0.656084], [-2.651640, -6.616114, 2.559652], [-2.040903, -5.022503, 3.111343]],
  "forces_ev_per_a": [[0.7, -0.1, -0.6], [0.0, -0.3, -0.9], [-0.7, 0.3, 0.2], [-0.2, 0.6, -0.6], [-0.8, 0.5, 1.4], [0.1, -0.6, -0.6], [1.2, -0.5, 0.7], [0.0, 0.1, 0.3], [0.1, -0.1, 0.1], [0.0, -0.3, -0.2], [-0.2, 0.3, 0.1], [-0.1, 0.0, 0.0], [-1.7, 0.0, 1.0], [2.3, -2.1, -1.6], [0.4, 1.4, -0.7], [-1.0, 0.3, 1.4], [-1.2, 0.5, 1.0], [1.0, -0.3, -0.6], [0.4, 0.0, 0.1], [-0.1, 0.0, 0.0], [-0.2, -0.3, -0.1], [-0.1, 0.4, -0.3], [0.2, 0.1, -0.3], [0.0, 0.0, 0.3], [-1.2, 1.8, 0.2], [1.4, -2.2, -0.6], [0.1, -0.8, -0.1], [-0.1, 0.3, -0.1], [-0.2, 0.7, 0.6], [0.1, 0.0, 0.1], [-0.2, 0.3, 0.0], [0.0, -0.4, -1.1], [0.4, 0.2, 0.4], [0.0, 0.0, 0.1], [-0.3, -0.1, 0.2], [0.0, 0.1, 0.2], [-0.1, -0.3, -0.3], [1.9, 0.6, 0.1], [-0.8, -0.5, 0.6], [0.3, 0.0, -0.2], [-0.7, 0.9, -0.4], [-0.2, -0.3, 0.2], [-1.4, 1.7, -0.6], [1.1, -1.2, 0.9], [-0.4, -0.5, -0.5], [0.1, -0.6, -0.3], [0.2, 0.1, 0.5], [0.2, 0.4, -0.1], [0.2, 0.7, 0.4], [0.4, 0.5, -1.6], [0.5, 0.3, 1.8], [-1.1, -1.7, -2.2], [0.4, -0.1, 0.8], [-0.7, 0.1, 0.4], [0.3, -0.8, -0.3], [0.3, 0.2, 0.3], [0.0, 0.4, -0.1], [-0.1, 0.0, -0.1], [0.0, 0.3, 0.4], [0.0, 0.1, 0.2], [0.0, 0.0, 0.1], [0.2, -0.1, -0.1], [-0.2, -0.1, 0.2], [0.9, 0.5, -0.5], [-1.1, 0.0, 0.4], [1.5, -0.5, 0.8], [1.6, 0.0, -0.7], [0.6, 0.7, 2.1], [-3.2, -0.3, -0.5], [0.1, -0.6, -0.2], [0.3, -0.1, -0.1], [-0.1, 0.3, -0.5], [-0.1, -0.3, 0.0], [-0.3, -0.4, -0.2], [-0.5, 0.4, -0.6], [0.4, 0.3, 0.0], [-0.1, 0.1, 0.2], [0.0, -0.1, -0.1], [-0.4, -0.3, 0.6], [0.5, -0.3, 0.3], [1.1, -0.4, -0.6], [-1.2, -1.7, 1.7], [-0.6, -0.3, -0.1], [0.2, 1.6, -1.9], [-0.3, 0.7, -1.3], [-0.5, 0.8, 0.4], [0.2, -0.2, 0.4], [0.2, 0.0, 0.0], [0.1, 0.0, 0.1], [0.2, -0.3, 0.1], [0.1, 0.3, 0.1], [0.2, -0.2, -0.1], [-0.3, 0.3, 0.2], [-1.9, -0.3, 1.0], [0.0, 0.7, -1.1], [0.2, -0.5, 1.7], [0.8, -2.7, -2.3], [0.1, 0.2, -0.1], [0.2, 1.3, 0.8], [1.1, 1.8, 0.4], [-0.6, 0.5, 0.7], [-0.3, -0.1, -0.6], [-0.3, 0.2, -0.2], [0.3, -0.4, -0.3], [0.0, -0.4, 0.1], [0.3, 0.0, -0.2], [0.1, 0.1, -0.3], [0.1, -0.4, 0.4]],
  "mulliken_charge": [-0.327, 0.428, 0.109, -0.630, -0.732, -0.429, -0.623, 0.226, 0.427, 0.512, 0.475, 0.550, -0.360, 0.563, -0.132, -0.515, -0.852, -0.067, -1.353, -0.092, 0.692, 0.511, 0.641, 0.672, 0.053, -0.537, -0.241, 0.426, 0.056, 0.313, -0.452, -0.484, 0.133, 0.206, 0.343, 0.299, -0.282, -0.026, 0.371, -0.147, 0.140, 0.119, -0.244, -0.442, 0.250, 0.349, -0.132, 0.189, -0.526, 0.157, -0.932, 1.080, -0.667, -0.594, -0.621, 0.207, 0.375, 0.495, -0.380, 0.403, 0.427, 0.404, 0.211, 0.569, -0.649, -0.913, 1.138, -0.659, -0.680, -0.482, 0.275, -0.619, 0.291, 0.332, 0.495, 0.396, 0.514, 0.003, -0.782, -0.592, -0.190, 0.949, -0.650, -0.714, -0.150, 0.284, 0.434, 0.079, 0.379, -0.026, 0.539, -0.278, 0.538, -0.021, -0.753, 0.021, 1.016, -0.689, -0.589, -0.809, -0.100, 0.424, 0.477, 0.283, 0.669, -0.487, 0.485, 0.248],
  "lumo_energy_ev": 0.2,
  "total_charge": 0,
  "energy_ha": -3949.2784,
  "orbital_gap_ha": 0.35134,
  "smiles": "O=S1(=O)CCCC1.O=S1(=O)CCCC1.O=S1(=O)CCCC1.O=S1(=O)CCCC1.Fc1ccccc1.Fc1ccccc1.CO.CO.CO.CO",
  "fmax_ev_per_a": 3.689
}